Entry 1:
Computed, not measured: a cluster of 2 separate species, C18H25N5O3S in total, with ωB97M-V/def2-TZVPD.

```
52
Properties=species:S:1:pos:R:3:forces:R:3:mulliken_charge:R:1
C -4.04689 -5.63247 -0.22812 0.2 0.2 -0.2 -0.818
N -4.41693 -4.23274 -0.38964 -0.6 1.6 0.0 -0.189
C -3.56454 -3.26312 -0.89335 0.4 -2.2 0.3 0.134
O -2.44704 -3.59657 -1.27680 -0.4 0.6 0.1 -0.651
C -3.99015 -1.84151 -0.92273 0.4 1.9 0.0 0.072
C -3.09472 -0.70861 -1.10057 0.3 -1.8 0.0 0.220
C -3.85592 0.41424 -1.02948 -0.2 -0.9 0.1 0.278
C -3.39466 1.79852 -1.10400 -0.8 0.7 0.0 0.475
C -4.19903 2.90346 -1.25476 1.2 0.5 0.1 -1.036
C -3.44399 4.15104 -1.24405 0.1 -1.3 0.2 -0.604
C -2.09653 3.94818 -1.07422 -0.8 0.1 -0.1 0.507
C -1.06148 5.03227 -0.97768 0.1 -0.4 0.0 -1.112
S -1.69899 2.24272 -0.95756 -1.1 0.6 -0.1 -0.090
N -5.14733 -0.04556 -0.83447 0.5 0.4 0.0 0.259
N -5.22707 -1.40720 -0.75068 -0.1 0.9 -0.1 -0.914
H -3.16337 -5.72320 0.41253 -0.1 0.0 -0.2 0.266
H -3.82625 -6.08341 -1.20124 0.1 0.0 0.2 0.260
H -4.86726 -6.19015 0.23362 0.1 0.3 -0.1 0.329
H -5.32799 -3.91619 -0.06625 0.4 -0.2 -0.1 0.273
H -2.02200 -0.77266 -1.24792 -0.3 0.0 0.0 0.486
H -5.27799 2.86217 -1.36168 0.2 0.0 0.0 0.342
H -3.90006 5.13207 -1.34243 0.2 -0.2 0.0 0.363
H -1.52651 6.01916 -1.05990 0.0 -0.2 0.0 0.338
H -0.32796 4.92630 -1.78218 0.0 0.1 0.1 0.294
H -0.54285 4.97214 -0.01624 0.0 0.1 -0.1 0.296
H -5.94766 0.57579 -0.72032 0.2 -0.9 0.0 0.207
C 6.02291 2.44530 1.11406 -0.2 -0.3 0.2 -0.879
N 4.93421 1.65153 0.54628 0.2 0.7 -0.8 -0.168
C 4.17657 0.80058 1.25054 -0.2 -0.8 1.5 0.088
O 4.32646 0.62913 2.45681 -0.1 0.1 -0.7 -0.655
C 3.08066 0.05900 0.46820 0.5 -0.2 -0.2 0.018
C 1.81377 0.91942 0.35902 -0.3 -0.2 0.0 -0.707
C 0.68308 -0.10706 0.32704 0.4 0.0 0.3 -0.304
C 1.20425 -1.19608 1.25634 -0.5 -0.3 0.1 -1.161
N 2.64586 -1.20877 1.06716 -0.2 1.2 -0.4 0.198
C 3.39404 -2.30909 1.28693 0.6 -1.4 0.2 0.843
C 4.87164 -2.29592 0.93108 -0.3 0.3 0.1 -1.154
O 2.92435 -3.34663 1.74154 -0.4 0.5 0.0 -0.671
H 6.25361 3.28920 0.46236 -0.1 -0.2 0.0 0.334
H 6.91264 1.82304 1.22753 0.0 0.1 0.1 0.289
H 5.73515 2.82295 2.09841 0.0 -0.1 -0.2 0.291
H 4.74864 1.74260 -0.43984 0.1 0.0 0.1 0.265
H 3.44387 -0.15098 -0.53790 0.2 0.1 -0.2 0.351
H 1.70441 1.54199 1.24899 0.1 0.1 -0.1 0.396
H 1.82093 1.53783 -0.53932 0.1 0.1 0.2 0.374
H 0.56854 -0.50583 -0.68217 -0.2 0.0 0.0 0.160
H -0.25554 0.30654 0.69438 0.0 -0.1 -0.2 0.418
H 0.75680 -2.15780 0.99916 0.2 0.0 0.3 0.457
H 0.97966 -0.94300 2.29358 -0.1 -0.2 0.1 0.328
H 5.25296 -3.31407 0.99307 -0.2 0.1 0.0 0.339
H 5.40464 -1.67394 1.64756 0.1 0.1 -0.1 0.247
H 5.01106 -1.92462 -0.08067 0.2 0.2 -0.1 0.319
```
Positions in Å, forces in eV/Å.

## Properties
HOMO-LUMO gap in Ha: 0.3219
SMILES string: CNC(=O)c1cc(-c2ccc(C)s2)[nH]n1.CNC(=O)[C@@H]1CCCN1C(C)=O
Relative energy (zero: lowest compared OMol25 entry of this formula, charge and spin) in kcal per mole: 57.6
HOMO in eV: -8.513

---

Entry 2:
Computed, not measured: a cluster of 3 separate species, C6H16N2O in total, with ωB97M-V/def2-TZVPD.

```
25
Properties=species:S:1:pos:R:3:forces:R:3:mulliken_charge:R:1
C 0.40536 -0.15769 -0.88747 1.9 0.9 0.7 -0.133
C -1.87210 -0.84198 -0.28569 -0.4 0.3 0.7 -0.218
C -0.07031 0.53682 0.20673 -1.8 -0.9 -0.8 -0.138
C 2.42375 0.44274 0.11429 0.5 -0.4 -0.7 -0.781
C -2.98903 -0.12086 0.41213 -0.1 -0.2 0.0 -1.182
C 2.74872 -0.63999 1.10433 -0.2 -0.2 0.0 -0.837
N 0.35921 0.37001 -2.16764 -0.1 0.0 0.0 -0.613
N -0.42310 1.86899 0.14363 0.2 0.1 0.0 -0.593
O -1.51022 -2.06779 0.30622 0.1 0.1 0.0 -0.523
H -1.40224 -1.93651 1.25622 0.0 0.0 -0.1 0.364
H 0.57153 -1.22011 -0.78274 0.0 0.0 0.0 0.440
H -2.05146 -1.02709 -1.34178 0.2 0.1 0.0 0.404
H 0.04134 0.09114 1.18546 0.0 0.0 0.0 0.411
H 0.68278 1.32700 -2.23016 0.0 -0.1 0.0 0.222
H 0.80014 -0.20563 -2.86778 0.0 0.0 0.1 0.285
H -0.89162 2.23312 0.95736 0.0 -0.1 0.0 0.279
H -0.87242 2.15494 -0.71516 0.0 -0.1 0.0 0.203
H 2.50183 1.45715 0.49651 -0.3 0.1 0.0 0.335
H 2.93202 0.35385 -0.84461 0.1 0.0 0.0 0.335
H -3.27404 0.77348 -0.14554 0.0 0.0 0.0 0.306
H -3.88986 -0.74355 0.52170 0.0 0.0 0.0 0.369
H -2.69309 0.19572 1.42161 0.0 0.0 0.0 0.263
H 2.36687 -0.40141 2.10338 0.0 0.0 -0.1 0.260
H 3.82045 -0.84556 1.23057 -0.1 0.1 -0.1 0.318
H 2.28550 -1.59680 0.80842 0.1 0.1 0.1 0.224
```
Positions in Å, forces in eV/Å.

## Properties
HOMO-LUMO gap (alpha / beta) in Ha: 0.2393 / 0.2375
Relative energy (zero: lowest compared OMol25 entry of this formula, charge and spin) in kcal per mole: 138.7
HOMO (alpha / beta) in eV: -5.668 / -5.606

---

Entry 3:
Computed, not measured: a structure of composition C16H28Cl4O6S, with ωB97M-V/def2-TZVPD.

```
55
Properties=species:S:1:pos:R:3:forces:R:3:mulliken_charge:R:1
C 2.26929 -3.17377 -2.53335 -0.2 0.8 0.3 -0.418
C 2.66831 -1.76923 -3.10923 0.2 0.3 0.3 -0.844
C 1.43248 -0.88813 -3.27540 -0.9 -0.8 -1.7 -0.373
S -0.02757 -2.02516 -3.10951 -1.7 0.6 -0.9 1.074
O -0.90849 -2.04800 -4.31398 1.7 0.4 2.3 -0.788
O -0.63021 -1.74846 -1.79555 2.1 -2.2 -2.2 -0.641
C 0.88251 -3.54094 -3.09574 0.1 -0.3 -0.9 -0.848
H 2.14739 -3.04542 -1.45782 0.1 -0.3 0.1 0.162
H 3.06560 -3.89193 -2.72889 -0.3 -0.1 0.0 0.408
H 3.25269 -1.85034 -4.02575 -0.6 -0.3 -0.4 0.318
H 3.34097 -1.14205 -2.52420 0.2 -0.7 0.8 0.343
H 1.37848 -0.56364 -4.31458 -0.2 0.2 0.0 0.417
H 1.31128 0.00364 -2.66046 0.4 -0.6 0.1 0.267
H 0.80896 -3.87894 -4.12939 0.8 0.4 -0.4 0.410
H 0.23102 -4.31093 -2.68249 0.4 0.2 1.1 0.454
O 1.95136 3.43317 5.12593 -0.3 -0.9 -3.2 -0.620
C 1.78152 3.22041 3.91888 -1.5 1.9 4.5 0.422
O 0.50045 2.94742 3.42647 2.0 -0.2 3.1 -0.405
C 0.62825 2.58810 2.11400 -2.4 1.3 -2.0 -0.182
C 2.03204 2.73202 1.73735 1.3 -1.1 -4.1 -0.052
C 2.71457 3.42076 2.78849 1.7 0.2 1.7 -0.405
H -0.02627 3.29272 1.60096 -0.1 0.1 -0.6 0.346
H 0.26004 1.61800 1.78017 0.0 1.6 2.3 -0.031
H 2.27438 3.32036 0.85235 -0.8 -0.3 -0.6 0.354
H 2.40043 1.73989 1.47638 0.5 -0.1 0.4 0.108
H 2.84490 4.46907 2.51984 -0.2 0.2 0.6 0.298
H 3.70251 3.01285 3.00223 0.0 0.1 0.3 0.227
O 1.70470 -3.03545 1.68767 -0.9 1.2 1.1 -0.650
C 1.21854 -2.20137 2.44236 -0.4 -3.5 -1.5 0.313
O 0.18841 -2.49653 3.27078 -0.3 -1.2 -0.8 -0.365
C -0.08828 -1.44804 4.16995 1.6 -0.4 1.2 -0.520
C 1.11045 -0.49300 3.96456 -0.8 1.1 0.6 -0.445
C 1.61422 -0.84142 2.62427 1.0 1.3 -0.8 1.320
H 0.05320 -1.84239 5.17622 -0.5 -0.2 0.1 0.306
H -1.11378 -1.08817 4.08668 0.3 0.3 -0.5 0.333
H 1.95563 -0.66494 4.63105 -0.7 0.3 0.8 0.362
H 0.64179 0.49103 3.97657 0.9 0.4 0.5 0.098
H 2.67288 -0.83554 2.36482 0.1 0.6 0.5 0.401
H 1.08522 -0.22641 1.89626 1.5 -1.2 1.4 -1.469
Cl -2.78600 0.49684 0.36463 -1.1 0.4 0.2 -0.209
C -1.93839 0.10011 -1.16644 -0.3 0.1 1.6 0.363
C -0.54537 0.69297 -0.94434 -0.3 0.9 -1.7 -0.412
Cl 0.18513 0.34119 0.63081 -1.6 -2.1 -5.0 0.181
H -2.49236 0.47533 -2.02692 0.6 0.3 0.2 -0.099
H -1.99540 -0.98741 -1.21262 -0.2 1.1 0.3 0.255
H -0.56582 1.77757 -1.05068 -0.4 0.2 0.5 0.503
H 0.16144 0.43245 -1.73214 -0.5 -0.3 0.7 -0.401
Cl -6.06158 -0.41415 -1.13357 -0.1 -1.0 0.5 -0.158
C -6.14662 1.13336 -1.92863 -0.2 0.5 -0.5 -0.462
C -4.78383 1.50833 -2.48981 0.6 0.6 0.8 -0.062
Cl -4.21233 0.28158 -3.63317 -0.2 0.1 -0.7 -0.176
H -6.59257 1.78997 -1.18157 0.6 0.5 -0.2 0.308
H -6.87587 1.06923 -2.73621 0.1 -0.1 -0.1 0.310
H -3.98030 1.54196 -1.75407 -0.6 -0.2 0.5 -0.018
H -4.70000 2.52143 -2.88314 -0.7 -0.2 -0.7 0.389
```
Positions in Å, forces in eV/Å.

## Properties
HOMO-LUMO gap in Ha: 0.3629
HOMO in eV: -9.636

---

Entry 4:
Computed, not measured: the ion BrH2NO2P with charge -1, with ωB97M-V/def2-TZVPD.

```
7
Properties=species:S:1:pos:R:3:forces:R:3:mulliken_charge:R:1
N -0.07482 1.11407 -0.70383 -0.5 -2.3 1.6 -0.698
P 0.37615 -0.76020 -0.04625 0.7 2.8 -1.5 0.850
O 1.84942 -0.92286 0.14858 -1.3 0.6 0.2 -0.623
O -0.42689 -1.63821 -0.90096 -0.5 -0.4 -0.1 -0.607
Br -0.64095 -0.67109 2.01204 0.0 0.0 0.2 -0.376
H -1.10993 1.17274 -0.62175 0.4 -0.9 -0.8 0.230
H 0.02702 1.70556 0.11218 1.2 0.3 0.5 0.226
```
Positions in Å, forces in eV/Å.

## Properties
HOMO-LUMO gap in Ha: 0.3315
SMILES string: N[P@](=O)([O-])Br
Relative energy (zero: lowest compared OMol25 entry of this formula, charge and spin) in kcal per mole: 17.1
HOMO in eV: -5.516
Total charge: -1

---

Entry 5:
Computed, not measured: an isolated molecule of C6H8S, with ωB97M-V/def2-TZVPD.

```
15
Properties=species:S:1:pos:R:3:forces:R:3:mulliken_charge:R:1
C 2.25128 1.31285 -0.02457 0.4 -0.6 -0.3 -0.372
S 3.00913 -0.14203 -0.15995 0.0 0.6 0.0 0.028
C 1.87062 -1.16446 0.59331 -0.2 -0.1 0.3 -0.266
C 0.69125 -1.61285 -0.16629 0.1 -0.1 -0.2 -0.462
C -0.47383 -0.65670 0.16673 0.0 0.1 -0.1 -0.660
C -0.25004 0.75507 -0.36040 0.0 -0.1 0.2 -0.503
C 0.84630 1.54699 0.37802 -0.2 0.2 0.0 -0.414
H 0.81673 -1.65728 -1.25484 0.0 0.0 0.0 0.365
H 0.42731 -2.60773 0.20513 0.0 0.0 0.0 0.302
H -1.37771 -1.06494 -0.28788 0.0 -0.1 0.1 0.321
H -0.61680 -0.62716 1.24937 -0.1 0.0 0.0 0.366
H -1.18485 1.30773 -0.25080 0.0 0.0 0.0 0.315
H -0.00704 0.72083 -1.42611 -0.1 0.0 0.0 0.332
H 0.77359 1.33936 1.45428 0.0 0.0 0.1 0.375
H 0.65593 2.61685 0.24088 0.0 -0.1 0.1 0.273
```
Positions in Å, forces in eV/Å.

## Properties
HOMO-LUMO gap (alpha / beta) in Ha: 0.2634 / 0.2635
SMILES string: C1#S#CCCCC1
Relative energy (zero: lowest compared OMol25 entry of this formula, charge and spin) in kcal per mole: 128.5
HOMO (alpha / beta) in eV: -7.958 / -8.008

---

Entry 6:
Computed, not measured: an isolated molecule of C4H3NO, with ωB97M-V/def2-TZVPD.

```
9
Properties=species:S:1:pos:R:3:forces:R:3:mulliken_charge:R:1
O 0.78985 2.86859 1.54101 0.4 3.0 2.2 -0.375
C 0.59792 1.80442 1.18724 -0.1 -1.7 -2.4 0.484
N 0.52900 0.84974 0.46130 -0.7 -2.1 0.4 -0.330
C -0.38746 -0.23166 0.23780 -0.3 -2.2 -0.1 -0.162
C -0.49947 -0.58571 -1.18203 1.1 -2.8 2.8 -0.399
C 0.10851 -1.69715 -0.80506 -2.5 6.0 1.1 -0.387
H -1.15067 -0.54339 1.05822 1.5 0.9 -1.8 0.350
H -0.67236 0.00982 -1.98558 -0.8 1.2 -2.6 0.363
H 0.68467 -2.47465 -0.51291 1.4 -2.2 0.3 0.455
```
Positions in Å, forces in eV/Å.

## Properties
HOMO-LUMO gap in Ha: 0.3322
SMILES string: O=C=NC1C=C1
Relative energy (zero: lowest compared OMol25 entry of this formula, charge and spin) in kcal per mole: 70.7
HOMO in eV: -8.391

---

| no. | F_max (Eh/bohr) | E_tot (Eh) | molecular weight (g mol⁻¹) |
| --- | --- | --- | --- |
| 1 | 0.0441 | -1598.623875 | 391.497 |
| 2 | 0.0425 | -422.765627 | 132.207 |
| 3 | 0.1099 | -3316.668623 | 490.273 |
| 4 | 0.0638 | -3121.971592 | 158.899 |
| 5 | 0.0163 | -631.386362 | 112.197 |
| 6 | 0.1288 | -284.060478 | 81.074 |